## a
Entry from the Open Molecules 2025 dataset: a 10-piece molecular cluster, C35H95N15O15 overall (wB97M-V/def2-TZVPD).

Each atom is followed by the atoms it is bonded to, with distances in Å.
Positions of all 160 atoms, in Å:
1 O -20.44094 -23.32943 5.98582  C27 1.463, C71 1.446
2 O -19.20835 -18.64328 6.74670  C111 1.258
3 N -19.44741 -25.79739 1.91912  H32 0.965, C50 1.341, H77 1.013
4 H -21.54403 -21.91783 1.57315  N113 1.022
5 H -22.40773 -20.71910 2.32646  N113 1.052
6 H -25.31802 -22.58356 1.49175  C12 1.075
7 H -14.32879 -24.39128 1.48326  C76 1.148
8 O -18.70611 -15.14612 2.70522  C88 1.360, C129 1.373
9 N -17.91858 -24.02567 7.08109  H66 1.020, C118 1.492, C143 1.484
10 C -20.67675 -20.10957 1.22107  O86 1.211, N96 1.375, N113 1.379
11 H -20.85127 -21.94118 4.44223  C27 1.105
12 C -24.38013 -22.84616 1.94746  H6 1.075, O101 1.458, H105 1.061, H108 1.104
13 H -24.13901 -18.64039 3.97898  C63 1.062
14 O -21.17934 -24.48104 1.26360  C50 1.202
15 C -17.86075 -15.42691 9.93030  O40 1.420, H89 1.125, H100 1.075, H124 1.099
16 H -24.62747 -26.02683 4.72509  C36 1.104
17 C -24.43383 -23.39250 8.91332  O30 1.398, H52 1.093, H67 1.059, H159 1.102
18 H -13.52270 -22.95777 0.94827  C76 1.113
19 N -21.97684 -19.74828 6.57199  H25 1.000, H57 0.994, C148 1.385
20 N -24.02239 -24.39325 5.90852  H26 1.018, C36 1.435, C47 1.488
21 H -23.29829 -25.20014 4.07354  C36 1.081
22 H -18.86816 -19.44369 -0.49745  N59 1.034
23 H -22.40685 -14.11334 -3.34784  C152 1.097
24 H -14.18924 -21.76332 -3.15566  C149 1.086
25 H -22.12431 -20.31128 7.38522  N19 1.000
26 H -23.43600 -23.57816 5.73835  N20 1.018
27 C -20.53022 -22.99124 4.56513  O1 1.463, H11 1.105, H106 1.110, H128 1.097
28 H -24.88579 -17.20759 3.61751  C63 1.097
29 H -23.38555 -17.21121 4.66118  C63 1.087
30 O -23.23261 -23.34353 8.19946  C17 1.398, C95 1.354
31 N -23.67533 -21.07697 5.67101  H34 1.019, H48 1.011, C148 1.372
32 H -18.54815 -25.92503 2.24365  N3 0.965
33 C -20.31654 -15.62972 7.27416  H37 1.135, C90 1.485, H120 1.113, N150 1.481
34 H -23.99605 -21.63138 4.87786  N31 1.019
35 H -16.79972 -27.91137 9.18092  C135 1.115
36 C -24.20756 -25.01015 4.62577  H16 1.104, N20 1.435, H21 1.081, C115 1.472
37 H -20.97835 -15.08350 8.01683  C33 1.135
38 H -17.50211 -19.54832 1.31152  C112 1.076
39 H -18.10898 -24.01884 1.18429  N130 0.978
40 O -18.85056 -16.06728 9.13875  C15 1.420, C90 1.435
41 H -16.14625 -18.34907 1.71329  C112 1.126
42 H -18.07627 -15.75166 -1.69769  N97 1.011
43 C -14.56331 -23.81608 -0.61040  C76 1.486, O102 1.467, H103 1.069, H160 1.117
44 H -15.73273 -21.88027 0.77775  N84 1.009
45 H -22.50712 -25.20330 8.76809  C95 1.093
46 O -22.15217 -20.13984 4.29182  C148 1.239
47 C -23.34687 -25.34640 6.83006  N20 1.488, H69 1.099, C95 1.588, H99 1.112
48 H -24.04877 -21.24936 6.59414  N31 1.011
49 H -17.44261 -27.33176 10.76550  C135 1.081
50 C -20.01251 -24.65781 1.49311  N3 1.341, O14 1.202, N130 1.378
51 O -16.23456 -19.93335 2.94162  C92 1.417, C112 1.452
52 H -24.68549 -22.33600 9.03745  C17 1.093
53 H -19.40946 -22.79533 0.94458  N130 1.043
54 N -17.10047 -18.39636 5.77602  H60 1.007, C111 1.438, H136 1.037
55 H -21.39418 -18.47834 2.21083  N96 1.031
56 H -20.82893 -13.15562 -2.21028  C74 1.105
57 H -21.13324 -19.23625 6.45236  N19 0.994
58 H -21.20282 -12.31201 -0.64706  C74 1.099
59 N -18.57031 -18.80629 -1.25526  H22 1.034, H137 1.011, C140 1.360
60 H -16.83740 -18.32038 6.74533  N54 1.007
61 H -16.42894 -25.41664 9.78929  C156 1.100
62 H -24.09565 -15.79337 1.74266  C114 1.114
63 C -23.88691 -17.62610 3.78996  H13 1.062, H28 1.097, H29 1.087, O141 1.395
64 H -17.38242 -21.61071 2.57731  C92 1.072
65 H -21.15933 -16.11911 1.42093  C132 1.071
66 H -18.77767 -24.57454 7.05439  N9 1.020
67 H -24.34534 -23.91742 9.82832  C17 1.059
68 H -26.01100 -23.94990 4.33873  C115 1.094
69 H -22.66114 -26.07577 6.37570  C47 1.099
70 H -18.91447 -16.21704 5.28972  C146 1.126
71 C -19.67334 -22.34972 6.72167  O1 1.446, H94 1.079, H109 1.102, C118 1.522
72 H -24.03617 -13.40034 -3.22940  C152 1.066
73 N -22.21867 -14.72945 0.44340  H110 1.006, C132 1.490, C139 1.469
74 C -21.47866 -13.13822 -1.31662  H56 1.105, H58 1.099, O131 1.455, C139 1.514
75 H -18.45610 -14.00778 4.40249  C129 1.086
76 C -14.50675 -23.46347 0.83161  H7 1.148, H18 1.113, C43 1.486, N84 1.487
77 H -19.98868 -26.65323 1.88407  N3 1.013
78 H -21.52166 -15.26358 -1.52678  C139 1.085
79 H -16.74914 -14.94855 3.28846  C88 1.090
80 H -18.01766 -22.60639 5.51368  C118 1.060
81 H -21.57712 -24.29930 7.59789  C95 1.077
82 H -23.40118 -14.75229 -2.19172  C152 1.129
83 H -18.74159 -14.36412 7.84851  C90 1.112
84 N -15.63731 -22.67611 1.39031  H44 1.009, C76 1.487, C133 1.470
85 O -19.09670 -16.99223 -0.00887  C140 1.203
86 O -19.73864 -20.61581 0.64672  C10 1.211
87 H -16.34464 -25.84029 8.10104  C156 1.073
88 C -17.43751 -15.62953 2.78735  O8 1.360, H79 1.090, H121 1.114, H125 1.096
89 H -16.86199 -15.48199 9.41513  C15 1.125
90 C -18.95644 -15.45532 7.84523  C33 1.485, O40 1.435, H83 1.112, H122 1.136
91 H -19.94334 -18.15555 1.25506  N96 0.995
92 C -16.54678 -21.29659 3.17095  O51 1.417, H64 1.072, C133 1.525, H155 1.093
93 H -15.89069 -19.94874 0.86791  C112 1.079
94 H -19.99190 -22.44634 7.74780  C71 1.079
95 C -22.58016 -24.50034 7.93432  O30 1.354, H45 1.093, C47 1.588, H81 1.077
96 N -20.60827 -18.79679 1.62444  C10 1.375, H55 1.031, H91 0.995
97 N -18.17501 -16.68023 -2.08604  H42 1.011, H104 1.011, C140 1.412
98 H -15.83864 -22.39645 -2.73616  C149 1.118
99 H -24.09196 -25.93812 7.40580  C47 1.112
100 H -17.78855 -16.00658 10.83302  C15 1.075
101 O -24.54587 -23.00608 3.38760  C12 1.458, C115 1.381
102 O -14.31796 -22.57125 -1.34618  C43 1.467, C149 1.413
103 H -13.79891 -24.49232 -0.92999  C43 1.069
104 H -17.58590 -17.15133 -2.75949  N97 1.011
105 H -23.78043 -21.98132 1.80893  C12 1.061
106 H -21.29431 -23.61858 4.06046  C27 1.110
107 H -16.61155 -23.43274 8.68166  C143 1.088
108 H -24.00449 -23.72222 1.39111  C12 1.104
109 H -19.88568 -21.32289 6.38117  C71 1.102
110 H -23.15045 -14.47038 0.16781  N73 1.006
111 C -18.49173 -18.75467 5.71871  O2 1.258, N54 1.438, N158 1.378
112 C -16.47522 -19.41996 1.60441  H38 1.076, H41 1.126, O51 1.452, H93 1.079
113 N -21.75074 -20.91760 1.52956  H4 1.022, H5 1.052, C10 1.379
114 C -23.14098 -16.20682 2.14168  H62 1.114, H126 1.082, C132 1.515, O141 1.397
115 C -25.10555 -24.20566 3.78057  C36 1.472, H68 1.094, O101 1.381, H144 1.084
116 H -20.34378 -14.68185 -0.48359  C139 1.068
117 H -21.19580 -14.41748 5.74846  N150 1.009
118 C -18.19165 -22.65486 6.55817  N9 1.492, C71 1.522, H80 1.060, H147 1.084
119 O -18.07094 -26.33480 9.01597  C135 1.437, C156 1.379
120 H -20.57119 -16.71262 7.31443  C33 1.113
121 H -17.41102 -16.59862 3.33607  C88 1.114
122 H -18.11556 -15.90442 7.22716  C90 1.136
123 H -20.31196 -16.38254 4.34075  C146 1.086
124 H -18.11696 -14.36313 10.02946  C15 1.099
125 H -17.09380 -15.84710 1.76950  C88 1.096
126 H -22.80598 -15.48019 2.87054  C114 1.082
127 H -19.90495 -19.32372 4.26847  N158 1.020
128 H -19.58254 -23.19374 4.05200  C27 1.097
129 C -19.18435 -14.62212 3.88094  O8 1.373, H75 1.086, H138 1.069, C146 1.483
130 N -19.03466 -23.71442 1.26398  H39 0.978, C50 1.378, H53 1.043
131 O -22.77989 -12.75431 -1.84243  C74 1.455, C152 1.366
132 C -22.14575 -16.10802 1.00371  H65 1.071, N73 1.490, C114 1.515, H153 1.113
133 C -15.42040 -22.24723 2.77954  N84 1.470, C92 1.525, H145 1.116, H157 1.093
134 H -18.21437 -23.80167 9.17093  C143 1.067
135 C -17.68857 -27.52173 9.73002  H35 1.115, H49 1.081, O119 1.437, H151 1.088
136 H -16.37838 -18.86984 5.20124  N54 1.037
137 H -18.64903 -19.15362 -2.20195  N59 1.011
138 H -19.98191 -13.99675 3.54217  C129 1.069
139 C -21.36949 -14.53320 -0.73938  N73 1.469, C74 1.514, H78 1.085, H116 1.068
140 C -18.62417 -17.47083 -1.00602  N59 1.360, O85 1.203, N97 1.412
141 O -23.15991 -17.52514 2.60318  C63 1.395, C114 1.397
142 H -14.49767 -23.55811 -3.16274  C149 1.109
143 C -17.45015 -24.09756 8.48762  N9 1.484, H107 1.088, H134 1.067, C156 1.487
144 H -25.50974 -24.77268 2.94958  C115 1.084
145 H -14.43715 -21.76656 2.99595  C133 1.116
146 C -19.74535 -15.60285 4.84180  H70 1.126, H123 1.086, C129 1.483, N150 1.483
147 H -17.57336 -21.92377 7.06703  C118 1.084
148 C -22.58601 -20.27450 5.44453  N19 1.385, N31 1.372, O46 1.239
149 C -14.73696 -22.58121 -2.69583  H24 1.086, H98 1.118, O102 1.413, H142 1.109
150 N -20.33466 -14.88204 5.99633  C33 1.481, H117 1.009, C146 1.483
151 H -18.47810 -28.26882 9.68657  C135 1.088
152 C -23.19640 -13.75363 -2.67574  H23 1.097, H72 1.066, H82 1.129, O131 1.366
153 H -22.28305 -16.83311 0.17112  C132 1.113
154 H -18.29054 -19.23675 3.70778  N158 1.003
155 H -16.56335 -21.35276 4.26210  C92 1.093
156 C -17.00974 -25.46882 8.85627  H61 1.100, H87 1.073, O119 1.379, C143 1.487
157 H -15.47178 -23.17552 3.35501  C133 1.093
158 N -18.93952 -19.04921 4.44970  C111 1.378, H127 1.020, H154 1.003
159 H -25.18672 -23.95799 8.34037  C17 1.102
160 H -15.56914 -24.16187 -0.95226  C43 1.117

Calculated values
Net charge: 0
LUMO, eV: 0.50
Highest occupied orbital energy, eV: -8.50
Gap between HOMO and LUMO, eV: 9.006

***

## b
Entry from the Open Molecules 2025 dataset: a 10-piece molecular cluster, C35H95N15O15 overall (wB97M-V/def2-TZVPD).

Each atom is followed by the atoms it is bonded to, with distances in Å.
Positions of all 160 atoms, in Å:
1 C 1.66617 2.70229 3.84898  O110 1.235, N146 1.293, N151 1.303
2 C -8.89527 -0.99391 3.90012  H34 1.090, H35 1.090, H133 1.090, O144 1.428
3 H -1.55531 3.19098 0.33540  N127 1.010
4 H -3.55696 -6.31434 -10.29672  C149 1.090
5 H 2.05302 -4.82624 4.47051  C78 1.090
6 H -1.02645 1.56003 -4.02459  C88 1.090
7 H -1.92358 -4.83661 -5.48025  N49 1.010
8 H 0.97178 -3.65981 -0.12549  C104 1.090
9 H 9.26220 1.68838 0.41716  C71 1.090
10 H 4.36093 -0.45035 -0.00946  C58 1.090
11 H -3.91664 2.77678 2.99411  C40 1.090
12 H 0.39693 -2.92250 2.68737  N128 1.010
13 H 0.66335 -0.52808 0.53709  N96 1.010
14 H 9.02885 4.22825 2.02551  C84 1.090
15 C 2.01012 5.48809 1.30761  O106 1.206, N111 1.313, N137 1.304
16 H -1.28304 -1.43902 -2.86564  C125 1.090
17 H 8.68084 -0.61829 0.66102  C142 1.090
18 H -3.75568 -6.30940 -3.87688  C107 1.090
19 O 2.03199 2.64213 -3.08802  C129 1.434, C157 1.449
20 C 2.50066 -3.88370 1.41259  H32 1.090, H52 1.090, O97 1.376, C104 1.539
21 C 0.13911 4.25547 -3.27925  H61 1.090, N63 1.519, H114 1.090, C129 1.583
22 C -1.97210 1.48671 3.90924  O30 1.487, H51 1.090, H74 1.090, H153 1.090
23 H -3.71477 -4.28277 -2.51425  C139 1.090
24 H 0.11918 5.17687 -5.19758  N63 1.010
25 C -0.21342 2.97425 -5.38759  N63 1.541, C88 1.552, H112 1.090, H136 1.090
26 N -6.51217 1.96102 3.48806  C47 1.446, C53 1.442, H79 1.010
27 H -3.08205 -1.64262 -3.22429  C125 1.090
28 C -1.86002 -3.73849 4.07002  H67 1.090, H81 1.090, O103 1.436, H140 1.090
29 H 2.35219 4.36311 -3.85276  C129 1.090
30 O -3.38774 1.20284 4.26414  C22 1.487, C40 1.383
31 H 5.47372 -1.52144 3.02786  N37 1.010
32 H 2.99221 -2.98153 1.04848  C20 1.090
33 O -1.13736 0.90718 -6.09739  C88 1.435, C120 1.461
34 H -9.83744 -0.89368 4.43898  C2 1.090
35 H -8.97201 -1.88238 3.27335  C2 1.090
36 C -8.87120 1.26669 3.19032  H45 1.090, C53 1.569, H72 1.090, O144 1.366
37 N 4.47256 -1.56788 2.90288  H31 1.010, C57 1.241, H101 1.010
38 O 4.81152 -1.99196 -1.20872  C58 1.421, C116 1.384
39 H -3.65655 3.11587 4.77165  C40 1.090
40 C -4.01030 2.41303 4.01734  H11 1.090, O30 1.383, H39 1.090, C47 1.608
41 O -1.99815 -3.41121 -3.46247  C125 1.475, C139 1.451
42 H 5.26055 0.01021 -1.48218  C58 1.090
43 C -3.68635 -5.87564 -7.79600  H46 1.090, C62 1.621, H91 1.090, O132 1.414
44 H 2.19521 -1.63448 2.91725  N66 1.010
45 H -8.94764 1.81107 2.24909  C36 1.090
46 H -4.73024 -6.05829 -8.05102  C43 1.090
47 C -5.56241 2.52401 4.42190  N26 1.446, C40 1.608, H102 1.090, H124 1.090
48 H 7.99856 -0.37855 2.32379  C142 1.090
49 N -2.57900 -5.60471 -5.45695  H7 1.010, C62 1.437, C107 1.469
50 C 6.45624 -1.02401 0.07434  H54 1.090, C58 1.518, N99 1.477, H143 1.090
51 H -1.58483 2.21668 4.62006  C22 1.090
52 H 3.11173 -4.65901 0.95044  C20 1.090
53 C -7.80597 1.94143 4.12410  N26 1.442, C36 1.569, H65 1.090, H87 1.090
54 H 6.34528 -1.88868 0.72866  C50 1.090
55 H 0.63032 -4.92844 1.04398  C104 1.090
56 H -1.90407 -6.18296 -10.31594  C149 1.090
57 C 3.85849 -0.53123 2.60498  N37 1.241, N66 1.327, O113 1.164
58 C 5.17460 -0.72399 -0.68114  H10 1.090, O38 1.421, H42 1.090, C50 1.518
59 H 2.00185 0.09316 2.42434  N66 1.010
60 C -1.21492 -2.77343 1.32464  C70 1.541, H89 1.090, N128 1.475, H141 1.090
61 H -0.37222 3.48389 -2.70367  C21 1.090
62 C -3.69907 -5.26914 -6.29289  C43 1.621, N49 1.437, H118 1.090, H122 1.090
63 N -0.27468 4.36924 -4.73637  C21 1.519, H24 1.010, C25 1.541
64 H 6.41060 0.42692 1.56967  N99 1.010
65 H -7.69011 1.44461 5.08735  C53 1.090
66 N 2.54659 -0.73181 2.63120  H44 1.010, C57 1.327, H59 1.010
67 H -2.07539 -3.91970 5.12306  C28 1.090
68 H 3.46446 -1.63218 -2.73407  C116 1.090
69 H 0.37071 0.96805 -2.34825  N147 1.010
70 C -1.78278 -1.94284 2.49168  C60 1.541, O103 1.366, H105 1.090, H159 1.090
71 C 9.00872 1.31639 1.40987  H9 1.090, H121 1.090, C142 1.490, O154 1.480
72 H -9.84407 1.41001 3.66051  C36 1.090
73 C -2.14662 4.39299 1.80724  O77 1.197, N123 1.338, N127 1.305
74 H -1.45952 0.52931 4.00273  C22 1.090
75 H 1.48503 7.07998 2.39705  N137 1.010
76 C 0.08665 1.21390 -0.33849  N96 1.305, O119 1.222, N147 1.276
77 O -1.12749 4.27274 2.42367  C73 1.197
78 C 1.93435 -4.93922 3.39289  H5 1.090, H94 1.090, H95 1.090, O97 1.385
79 H -6.08504 1.09453 3.19332  N26 1.010
80 H 0.19538 -0.41207 -6.94172  C120 1.090
81 H -2.65729 -4.10618 3.42406  C28 1.090
82 H -2.66055 6.25364 2.31298  N123 1.010
83 H 2.73200 -1.56077 -1.16474  C116 1.090
84 C 8.91168 3.46106 2.79088  H14 1.090, H130 1.090, H145 1.090, O154 1.445
85 H -1.00618 -1.11978 -5.75672  C120 1.090
86 H 1.17892 3.69470 1.70211  N111 1.010
87 H -8.10798 2.96038 4.36623  C53 1.090
88 C -1.25255 1.87384 -5.04366  H6 1.090, C25 1.552, O33 1.435, H100 1.090
89 H -1.43709 -2.33823 0.35029  C60 1.090
90 H 0.76412 -0.33375 -1.27766  N147 1.010
91 H -3.34766 -6.91089 -7.75544  C43 1.090
92 H 3.34127 2.91710 -1.44075  C157 1.090
93 H 1.84905 3.86414 0.11966  N111 1.010
94 H 0.86474 -4.91428 3.18456  C78 1.090
95 H 2.50526 -5.75942 2.95766  C78 1.090
96 N 0.23305 0.37830 0.65290  H13 1.010, C76 1.305, H135 1.010
97 O 2.57244 -3.86995 2.78704  C20 1.376, C78 1.385
98 H 3.46111 2.31415 3.14653  N146 1.010
99 N 6.88144 0.24749 0.69433  C50 1.477, H64 1.010, C142 1.477
100 H -2.14734 2.49626 -5.05009  C88 1.090
101 H 4.07525 -2.49546 2.94569  N37 1.010
102 H -5.73069 2.10439 5.41372  C47 1.090
103 O -1.63255 -2.34858 3.78767  C28 1.436, C70 1.366
104 C 1.04022 -3.92496 0.92955  H8 1.090, C20 1.539, H55 1.090, N128 1.515
105 H -2.83831 -1.84571 2.23765  C70 1.090
106 O 2.77399 6.14713 0.64636  C15 1.206
107 C -2.93780 -5.60577 -4.03209  H18 1.090, N49 1.469, C139 1.581, H155 1.090
108 H 0.00798 3.44248 4.47894  N151 1.010
109 H -2.28918 -2.31845 -1.78503  C125 1.090
110 O 1.02385 2.02233 3.04276  C1 1.235
111 N 1.74333 4.22769 1.05601  C15 1.313, H86 1.010, H93 1.010
112 H -0.45285 3.26564 -6.41027  C25 1.090
113 O 4.48838 0.43462 2.44440  C57 1.164
114 H -0.20911 5.20905 -2.88235  C21 1.090
115 H 3.30141 3.43434 4.57381  N146 1.010
116 C 3.52951 -2.04574 -1.72767  O38 1.384, H68 1.090, H83 1.090, H156 1.090
117 H 0.45698 5.69808 2.53016  N137 1.010
118 H -4.57297 -5.62578 -5.74773  C62 1.090
119 O -0.29251 2.37389 -0.40502  C76 1.222
120 C -0.32403 -0.30219 -5.98975  O33 1.461, H80 1.090, H85 1.090, H160 1.090
121 H 9.86758 0.86154 1.90340  C71 1.090
122 H -3.75121 -4.18380 -6.37912  C62 1.090
123 N -2.97730 5.44200 1.80210  C73 1.338, H82 1.010, H158 1.010
124 H -5.70069 3.58443 4.63284  C47 1.090
125 C -2.16161 -2.08373 -2.84179  H16 1.090, H27 1.090, O41 1.475, H109 1.090
126 H 1.60794 4.03917 5.21912  N151 1.010
127 N -2.35794 3.55891 0.82582  H3 1.010, C73 1.305, H138 1.010
128 N 0.20570 -2.91878 1.69565  H12 1.010, C60 1.475, C104 1.515
129 C 1.69002 4.03433 -3.05181  O19 1.434, C21 1.583, H29 1.090, H131 1.090
130 H 8.27117 3.99805 3.49052  C84 1.090
131 H 1.99393 4.65844 -2.21144  C129 1.090
132 O -2.84911 -5.12400 -8.65254  C43 1.414, C149 1.467
133 H -8.01818 -0.90593 4.54126  C2 1.090
134 H 4.08129 2.46019 -3.01959  C157 1.090
135 H 0.04033 0.90630 1.49205  N96 1.010
136 H 0.77957 2.52670 -5.42962  C25 1.090
137 N 1.34633 6.08970 2.25487  C15 1.304, H75 1.010, H117 1.010
138 H -3.21217 3.67707 0.30005  N127 1.010
139 C -3.24456 -4.15302 -3.48901  H23 1.090, O41 1.451, C107 1.581, H152 1.090
140 H -0.93252 -4.23944 3.79272  C28 1.090
141 H -1.62980 -3.78137 1.33090  C60 1.090
142 C 8.19299 0.07113 1.35009  H17 1.090, H48 1.090, C71 1.490, N99 1.477
143 H 7.18857 -1.24915 -0.70098  C50 1.090
144 O -8.67796 -0.04386 2.85687  C2 1.428, C36 1.366
145 H 9.86063 3.26906 3.29161  C84 1.090
146 N 2.94707 2.87225 3.81315  C1 1.293, H98 1.010, H115 1.010
147 N 0.37006 0.58628 -1.41318  H69 1.010, C76 1.276, H90 1.010
148 H -2.88254 -4.71730 -10.67759  C149 1.090
149 C -2.77936 -5.59507 -10.03964  H4 1.090, H56 1.090, O132 1.467, H148 1.090
150 H 3.15605 1.32222 -1.91694  C157 1.090
151 N 0.99473 3.43216 4.69414  C1 1.303, H108 1.010, H126 1.010
152 H -3.95314 -3.66165 -4.15577  C139 1.090
153 H -1.77113 1.88784 2.91586  C22 1.090
154 O 8.28729 2.25376 2.29906  C71 1.480, C84 1.445
155 H -2.07148 -6.05314 -3.54482  C107 1.090
156 H 3.04341 -3.02096 -1.70012  C116 1.090
157 C 3.23503 2.32071 -2.34691  O19 1.449, H92 1.090, H134 1.090, H150 1.090
158 H -3.94092 5.34925 1.51413  N123 1.010
159 H -1.34339 -0.94774 2.56103  C70 1.090
160 H 0.44397 -0.11002 -5.24052  C120 1.090

Calculated values
Net charge: 0
LUMO, eV: 0.39
Highest occupied orbital energy, eV: -8.24
Gap between HOMO and LUMO, eV: 8.631

***

Preferred: a; penalty for the next structure: 6.265 eV.